Density functional theory data (ωB97M-V/def2-TZVPD) for a molecular structure, C49H62N2O5P2S3Ti.

```
124
Properties=species:S:1:pos:R:3
Ti 0.03419 -0.43955 0.05166
C -1.66923 3.77048 -1.44912
C -2.75022 2.78756 -0.99512
C -3.98317 3.55472 -0.51059
P -2.02732 1.57876 0.21156
C -2.20291 2.47507 1.84639
C -3.52542 2.23831 2.57253
C -1.01164 2.18923 2.76689
C -3.21583 0.19804 0.20255
C -4.44757 0.14154 -0.44350
C -5.21317 -1.01915 -0.44530
C -6.53671 -1.06903 -1.16251
C -4.70995 -2.13721 0.21591
C -3.47310 -2.10812 0.83589
C -2.71409 -0.94160 0.83456
N -1.41058 -0.90252 1.40066
C -1.29001 -1.35428 2.72885
C -2.30704 -1.20834 3.67412
C -2.11369 -1.61082 4.98476
C -0.91532 -2.17380 5.41265
C -0.69954 -2.58438 6.84514
C 0.08338 -2.34487 4.46123
C -0.09362 -1.94941 3.14042
P 1.04850 -2.23705 1.77303
C 0.76170 -4.05605 1.46002
C 1.10075 -4.52926 0.04710
C 1.43262 -4.95084 2.50272
C 2.73499 -2.05832 2.51311
C 3.79230 -2.01788 1.41254
C 2.81118 -0.80342 3.39036
H -2.07677 4.47141 -2.18116
H -0.83590 3.23484 -1.90713
H -1.28946 4.35895 -0.60936
H -3.02363 2.17197 -1.86084
H -3.70360 4.29479 0.24058
H -4.74729 2.91438 -0.07638
H -4.43378 4.09586 -1.34504
H -2.14859 3.52767 1.54729
H -3.72118 1.17535 2.69500
H -4.37272 2.67204 2.04365
H -3.48488 2.68604 3.56743
H -1.06543 1.18104 3.18163
H -1.01193 2.89203 3.60308
H -0.06419 2.27765 2.22971
H -4.83442 1.01295 -0.95546
H -7.06266 -0.11762 -1.08872
H -7.17924 -1.84470 -0.74922
H -6.39810 -1.28801 -2.22304
H -5.29048 -3.05164 0.23035
H -3.08425 -2.99174 1.32781
H -3.25677 -0.78369 3.37989
H -2.91925 -1.48063 5.69753
H -1.62942 -2.54315 7.40934
H 0.01846 -1.92740 7.33879
H -0.31043 -3.60082 6.91040
H 1.02109 -2.79775 4.76418
H -0.32375 -4.13232 1.59119
H 2.11972 -4.27838 -0.24842
H 0.40919 -4.10696 -0.68236
H 0.99870 -5.61485 0.00050
H 2.51602 -4.96114 2.37337
H 1.07993 -5.97596 2.38347
H 1.20489 -4.64089 3.52213
H 2.91306 -2.93386 3.14288
H 3.64203 -1.14785 0.76688
H 3.77687 -2.90155 0.77451
H 4.78681 -1.93879 1.85604
H 2.44877 0.07019 2.85116
H 3.85039 -0.61963 3.67387
H 2.22336 -0.90073 4.30065
O 1.46483 0.92134 0.82093
S 2.54469 1.60178 -0.02433
C 1.87663 3.24795 -0.36983
C 2.55502 3.85862 -1.59596
C 1.93038 3.50206 -2.95084
C 2.16763 2.07121 -3.45141
S 0.87593 0.85177 -3.16971
O 0.45941 1.00603 -1.71004
C -0.50863 1.51028 -4.09020
C -0.42893 2.49774 -5.05986
C -1.57814 2.86817 -5.74419
C -2.78930 2.25394 -5.46134
C -2.85688 1.25540 -4.49726
C -1.71585 0.87681 -3.81114
C 3.81697 2.01205 1.13847
C 5.11067 1.63006 0.82045
C 6.13258 1.89527 1.72322
C 5.84405 2.51664 2.92796
C 4.53591 2.87950 3.24311
C 3.51459 2.62862 2.34653
H 1.99865 3.86303 0.52003
H 0.81699 3.05628 -0.53484
H 3.61857 3.59445 -1.60497
H 2.52428 4.94360 -1.48754
H 2.37586 4.16922 -3.69199
H 0.86308 3.73893 -2.93853
H 3.04245 1.60250 -2.99423
H 2.32671 2.03143 -4.52887
H 0.50751 2.98253 -5.29287
H -1.52467 3.64163 -6.49761
H -3.68113 2.54931 -5.99616
H -3.79696 0.76512 -4.28376
H -1.76024 0.09777 -3.05427
H 5.31095 1.11894 -0.11332
H 7.14739 1.60616 1.48906
H 6.63900 2.71595 3.63344
H 4.31827 3.35149 4.19131
H 2.48937 2.87993 2.58999
O 3.50520 -0.63749 -2.65653
S 2.90617 -1.89082 -2.27390
O 3.76221 -2.87039 -1.67742
N 1.57182 -1.60029 -1.35428
C 0.46325 -1.94969 -1.99754
O -0.65746 -1.67014 -1.49175
C 0.66299 -2.58408 -3.31235
C -0.28206 -3.07627 -4.19218
C 0.16718 -3.60328 -5.39717
C 1.52498 -3.62812 -5.70472
C 2.47234 -3.12635 -4.81590
C 2.00765 -2.60856 -3.62828
H -1.33369 -3.05037 -3.93799
H -0.54425 -4.00229 -6.10688
H 1.84781 -4.04675 -6.64774
H 3.52764 -3.14351 -5.04949
```

Values from the calculation:
E_LUMO (spin up / spin down): -2.23 / -2.27 eV
Multiplicity: 2
E_HOMO (spin up / spin down): -9.10 / -9.16 eV
Charge: +1
Molar mass: 965.1 u

=====

Density functional theory data (ωB97M-V/def2-TZVPD) for a molecular structure, C49H64BO47Sn at a distorted geometry.

```
162
Properties=species:S:1:pos:R:3
Sn 14.77577 14.83516 13.97435
O 19.58059 18.99857 16.56998
C 19.21621 17.88116 16.87771
O 19.27439 16.76548 16.08332
B 18.53086 15.63120 16.67557
O 18.07717 16.16222 17.96735
C 18.36603 17.50605 18.16598
O 18.08489 18.23623 19.05367
O 19.42371 14.43722 17.06262
C 19.16445 13.43154 16.17398
O 19.72600 12.35747 16.07248
C 17.99391 13.89997 15.31498
O 17.57584 15.07009 15.68219
O 17.53508 13.26386 14.43347
C 9.06608 18.60488 10.83972
C 9.18634 19.11474 12.22830
C 8.93389 18.00986 13.32201
O 9.72014 18.53090 14.39860
C 10.75509 19.23193 13.88661
O 11.73544 19.48323 14.50126
O 10.61750 19.43385 12.53743
H 9.45817 17.69734 10.49255
H 9.44216 19.39294 10.16598
H 7.97722 18.46706 10.69743
H 8.62474 20.01755 12.54434
H 9.37441 17.09296 12.87888
H 7.89191 17.94073 13.60678
C 10.44492 11.20117 20.25047
C 10.14911 12.37432 19.40890
C 11.25504 13.10593 18.74227
O 10.88411 13.20379 17.36799
C 9.81204 12.42013 17.23260
O 9.35724 12.09242 16.17848
O 9.37360 11.88814 18.30681
H 10.87565 10.39815 19.64955
H 9.63549 10.69165 20.78910
H 11.17127 11.39595 21.06827
H 9.43913 13.07516 19.87055
H 12.21243 12.51325 18.85541
H 11.44160 14.09774 19.19726
C 12.24941 16.63333 8.20154
C 13.47032 16.82002 9.03932
C 13.70409 18.26080 9.41222
O 14.07970 18.08478 10.84259
C 13.71697 16.91377 11.29141
O 13.83449 16.59897 12.47204
O 13.19216 16.21940 10.31031
H 12.00982 15.59114 8.03819
H 12.31043 17.19224 7.29781
H 11.40741 17.14799 8.63440
H 14.24969 16.25820 8.52482
H 12.82256 18.95497 9.44613
H 14.44764 18.71339 8.77961
C 9.98170 10.85757 10.72992
C 11.46834 11.32658 10.66317
C 12.59288 10.51594 11.38660
O 13.70470 10.84256 10.57779
C 13.27869 11.15005 9.34892
O 13.97828 11.24662 8.40596
O 11.96188 11.30462 9.33823
H 9.26480 11.69750 10.35679
H 9.84844 10.25960 11.63214
H 9.93203 10.03579 9.98706
H 11.52886 12.39760 11.03125
H 12.41445 9.43134 11.26260
H 12.77169 10.72197 12.40481
C 16.25519 20.58897 16.72611
C 14.91124 19.94292 16.44356
C 14.65837 20.00380 14.90552
O 14.58874 18.63979 14.49167
C 14.69498 17.84106 15.55841
O 14.74688 16.57106 15.47304
O 14.87030 18.46452 16.72611
H 16.19623 21.62198 16.49812
H 17.06830 20.18856 16.11397
H 16.51879 20.55393 17.77447
H 14.07888 20.41175 16.94578
H 15.35869 20.51751 14.35933
H 13.64312 20.42671 14.75361
C 10.90877 13.39019 6.34769
C 9.53156 13.79290 6.77023
C 8.77193 12.57746 7.35246
O 8.16237 13.13867 8.57183
C 8.84245 14.33332 8.85232
O 8.69222 14.89887 9.92757
O 9.54246 14.79867 7.87289
H 10.84862 12.82234 5.40937
H 11.34199 12.73430 7.10367
H 11.60573 14.23132 6.23763
H 9.02891 14.28946 6.01354
H 9.43110 11.78227 7.62150
H 7.89668 12.28646 6.73690
C 17.53166 16.73965 12.56606
C 18.62971 17.70690 12.21075
O 18.59512 17.68681 10.80281
C 17.77621 16.71751 10.35766
O 17.49617 16.41295 9.21473
O 17.21921 16.02764 11.35265
H 16.54709 17.18309 12.94386
H 17.77868 15.96537 13.26657
H 19.52383 17.24094 12.58980
H 18.44768 18.69739 12.59562
C 16.31907 9.99874 15.55590
C 17.00869 9.98581 14.20117
O 16.28581 10.91034 13.44814
C 15.29387 11.37819 14.05881
O 14.53670 12.23681 13.65359
O 15.19317 10.82659 15.31781
H 16.87084 10.46086 16.35164
H 15.97864 9.03202 15.93978
H 16.93840 9.03005 13.63403
H 18.01813 10.45609 14.20254
C 16.19971 13.50811 8.34913
C 17.16592 12.84986 9.33314
O 16.55421 12.83213 10.62704
C 15.43170 13.56794 10.53335
O 14.83300 13.99679 11.44926
O 15.08332 13.80256 9.21821
H 15.83284 12.89531 7.55194
H 16.62657 14.42477 7.96210
H 18.12266 13.35019 9.38903
H 17.35089 11.86549 9.01836
C 9.40374 14.14087 13.93253
C 10.21887 12.88368 13.43308
O 11.49444 13.21059 13.98164
C 11.57339 14.45686 14.42830
O 12.58966 15.03771 14.80042
O 10.41326 14.99194 14.48648
H 8.71532 13.79721 14.70695
H 8.85790 14.70466 13.19564
H 10.30477 12.93850 12.36784
H 9.85876 11.96978 13.88286
C 16.04246 9.24424 21.20952
C 16.20027 7.87978 20.57398
O 15.23929 7.89849 19.55058
C 15.06477 9.17163 19.16611
O 14.49460 9.48560 18.18508
O 15.57717 10.07283 20.09432
H 16.98349 9.55445 21.74683
H 15.26772 9.16734 21.97078
H 15.82028 7.05254 21.15955
H 17.19237 7.70146 20.14981
C 16.61273 13.62982 19.39854
C 15.46085 14.61672 19.56506
O 14.77438 14.67390 18.29983
C 15.37970 13.80037 17.50516
O 15.11251 13.63766 16.35067
O 16.28784 13.04794 18.09294
H 16.48893 12.86181 20.12859
H 17.65614 13.93979 19.30900
H 15.66985 15.61992 19.85166
H 14.69159 14.08712 20.26455
C 11.22515 8.06553 16.25620
C 9.97890 8.92692 16.37665
O 9.75025 9.38248 14.99429
C 10.64521 8.77919 14.17717
O 10.67291 8.89268 13.00118
O 11.54138 8.04902 14.83471
H 11.04563 7.05672 16.65629
H 12.00307 8.53330 16.82338
H 10.10215 9.80070 16.97263
H 9.11600 8.31089 16.67154
```

Values from the calculation:
E_LUMO: -1.53 eV
E_HOMO: -11.34 eV
Charge: +1
Molar mass: 1534.5 u

=====

Density functional theory data (ωB97M-V/def2-TZVPD) for 12 unconnected molecules or ions with the total composition C49H65BN9O14 at a distorted geometry.

```
138
Properties=species:S:1:pos:R:3
O 1.56950 -1.62220 -2.32721
C 0.75418 -1.63823 -1.39862
O -0.21422 -0.75355 -1.12741
B -0.92682 -1.18522 0.11852
O -0.41942 -2.56028 0.31942
C 0.59576 -2.84392 -0.48427
O 1.38530 -3.78361 -0.39749
O -2.40996 -1.11744 -0.02011
C -2.85259 0.02132 0.58351
O -3.99286 0.48583 0.62840
C -1.65947 0.45595 1.49526
O -0.63396 -0.32103 1.21157
O -1.71415 1.29377 2.39595
N -5.83549 4.95589 8.45781
C -5.62320 5.66387 7.31351
C -5.62567 5.10101 6.05027
C -6.07008 3.77167 5.94768
C -6.40636 3.09273 7.09324
C -6.25663 3.71411 8.27353
H -5.28888 6.66100 7.55925
H -5.25751 5.58726 5.15897
H -6.07885 3.28446 4.98386
H -6.84012 2.10739 7.00747
H -6.42063 3.25235 9.23597
N 3.32982 5.47558 -5.65583
C 2.27342 6.22734 -5.33404
C 1.38370 5.85950 -4.33229
C 1.67368 4.70383 -3.59040
C 2.76853 3.92905 -3.90176
C 3.59524 4.38357 -4.96154
H 2.05085 7.13547 -5.87458
H 0.57816 6.55138 -4.13527
H 1.10035 4.49256 -2.69986
H 3.01418 3.03415 -3.34931
H 4.46125 3.79602 -5.22839
N -0.17638 9.97421 0.21061
C 0.71549 9.65801 1.14814
C 0.57943 8.46531 1.87448
C -0.41685 7.53815 1.60938
C -1.30637 7.82196 0.58722
C -1.11205 9.03800 -0.11370
H 1.52447 10.34272 1.35582
H 1.22945 8.32907 2.72613
H -0.53383 6.54226 2.01050
H -2.04493 7.10414 0.26217
H -1.82983 9.34139 -0.86146
C -8.80893 4.60308 0.21970
C -9.52494 4.23890 -1.03720
O -9.01041 5.04288 -2.00167
C -7.94685 5.73423 -1.46032
O -7.18287 6.53904 -2.06891
O -7.86199 5.55328 -0.19806
H -8.39763 3.79542 0.82520
H -9.60780 5.10681 0.76391
H -10.59654 4.34516 -0.86848
H -9.34246 3.20279 -1.32234
C 2.45638 -10.28299 0.39965
C 1.58981 -9.99175 -0.73695
O 2.30499 -10.18973 -1.90403
C 3.27003 -11.02995 -1.61555
O 3.86418 -11.80626 -2.38354
O 3.45484 -11.02610 -0.27474
H 1.95724 -10.85500 1.18179
H 2.86648 -9.38614 0.86393
H 1.21032 -8.96998 -0.72908
H 0.70305 -10.62343 -0.78942
C 5.86166 -1.76087 -9.30035
C 5.47743 -1.46123 -7.79426
C 6.62102 -1.48373 -6.78663
C 7.18801 -2.82676 -6.70228
N 7.68113 -3.85699 -6.66849
H 6.37154 -2.69082 -9.55196
H 6.49811 -0.97330 -9.70382
H 4.91741 -1.71194 -9.84268
H 4.65418 -2.12085 -7.51989
H 5.00829 -0.48544 -7.66831
H 6.32916 -1.06422 -5.82386
H 7.37115 -0.75200 -7.08660
C -6.50322 -7.74242 -0.15517
C -5.62731 -6.48433 -0.16402
C -5.17776 -6.14372 -1.62707
C -4.30699 -7.16879 -2.16728
N -3.57222 -7.95992 -2.53607
H -5.87817 -8.59586 -0.41793
H -7.36017 -7.61423 -0.81648
H -6.84919 -7.97829 0.85118
H -4.82812 -6.59723 0.56855
H -6.20643 -5.62975 0.18585
H -4.58289 -5.23237 -1.68777
H -6.00227 -6.00146 -2.32566
C -3.14916 1.53357 -4.73853
C -2.96478 0.29063 -5.67166
C -1.66837 0.38124 -6.54115
C -1.50365 1.57568 -7.43264
N -1.43016 2.47618 -8.12954
H -2.19373 1.76012 -4.26531
H -3.76907 1.26807 -3.88220
H -3.53908 2.40934 -5.25727
H -3.82537 0.18660 -6.33247
H -3.01835 -0.60305 -5.04990
H -1.44672 -0.45609 -7.20287
H -0.82094 0.32846 -5.85765
C 1.30503 4.49578 7.47497
C 0.05567 4.49413 8.45961
C -0.57270 3.09730 8.57325
C 0.23103 2.08569 9.19319
N 0.84436 1.23323 9.64985
H 2.16405 3.86759 7.71067
H 1.65577 5.52771 7.48909
H 1.01657 4.25936 6.45076
H -0.67005 5.20464 8.06387
H 0.23813 4.73469 9.50696
H -0.65253 2.65096 7.58204
H -1.52204 3.18220 9.10208
C 8.17289 -4.46842 -0.52019
C 8.72442 -5.87342 -0.30439
C 7.60929 -6.84737 0.02552
C 7.29901 -6.74557 1.49891
N 7.07008 -6.60674 2.61908
H 8.97780 -3.91779 -1.00705
H 7.88065 -3.99428 0.41677
H 7.44945 -4.45782 -1.33544
H 9.58520 -5.82338 0.36243
H 9.19580 -6.20323 -1.23021
H 7.94869 -7.86912 -0.14456
H 6.70105 -6.70976 -0.56123
C 2.90878 -2.17288 4.71218
C 3.06214 -0.73379 4.72427
C 3.81480 -0.25723 3.44900
C 3.56093 1.10504 3.00351
N 3.38262 2.17534 2.60223
H 3.85544 -2.68446 4.53838
H 2.11197 -2.46010 4.02609
H 2.59279 -2.55092 5.68446
H 3.60442 -0.38645 5.60370
H 2.09075 -0.25156 4.83365
H 3.62518 -0.92224 2.60644
H 4.89506 -0.35842 3.55330
```

Values from the calculation:
E_LUMO: 1.49 eV
E_HOMO: -7.80 eV
Charge: -1
Molar mass: 1014.9 u